Entry 1:
Entry from OMol25: a structure of composition C10H22F2N2O5Si2 in a non-equilibrium geometry (ωB97M-V/def2-TZVPD).

Each line ends with the Mulliken charge.
Cartesian coordinates (Å):
Si 0.364 3.417 2.239  0.719
Si -0.689 0.774 1.675  0.452
F 1.344 2.961 3.608  -0.322
F -0.224 5.021 2.629  -0.370
O -1.490 0.603 -1.847  -0.507
O -1.037 2.412 2.148  -0.360
O 0.172 -3.632 -2.470  -0.527
O 2.990 2.009 -0.363  -0.518
O 3.659 2.875 1.738  -0.456
N 0.154 0.631 0.077  -0.036
N 0.141 -0.211 2.902  -0.361
C 2.749 2.768 0.623  0.544
C -0.511 -3.523 -3.717  0.322
C 2.172 -1.310 1.654  -0.960
C -1.871 -2.879 -3.494  -0.925
C 1.629 -0.245 2.738  -0.194
C -3.534 1.133 1.306  -0.809
C -2.426 -0.066 1.404  -0.674
C -0.692 0.854 -0.904  0.425
C 1.353 3.605 0.612  -0.485
C 0.334 -2.711 -4.686  -1.147
H -0.644 -4.537 -4.106  0.300
H -2.463 -3.467 -2.787  0.304
H 2.062 -0.575 3.767  0.459
H 1.312 -3.178 -4.828  0.318
H -3.546 1.645 2.351  0.248
H -2.440 -0.773 0.502  0.281
H -2.666 -0.629 2.386  0.374
H 1.395 -2.124 1.437  0.240
H 1.560 4.726 0.451  0.460
H 3.903 1.960 2.035  0.383
H -2.427 -2.796 -4.432  0.371
H 0.294 -2.739 -2.118  0.307
H -0.156 0.000 3.866  0.313
H -1.763 -1.879 -3.062  0.076
H 0.518 -1.704 -4.296  0.256
H 0.666 3.254 -0.243  0.201
H 2.470 -0.756 0.675  0.213
H 3.145 -1.764 2.103  0.347
H -4.580 0.739 1.010  0.307
H 2.121 0.765 2.503  -0.098
H -0.156 -2.623 -5.660  0.358
H -3.190 1.968 0.576  0.175

Results
* relative energy (zero: lowest compared OMol25 entry of this formula, charge and spin): 88.9 kcal/mol
* E_LUMO: -0.21 eV
* E: -1658.8619 a.u.
* total charge: 0
* E_HOMO: -10.1 eV

Entry 2:
Entry from OMol25: a structure of composition C19H23F3N2ORuS (ωB97M-V/def2-TZVPD).

Each line ends with the Mulliken charge.
Cartesian coordinates (Å):
Ru 0.387 -0.169 0.713  0.591
S 1.862 1.484 1.156  -0.433
F 2.665 4.253 1.026  -0.251
F 1.735 5.567 -0.422  -0.246
F 1.194 5.709 1.663  -0.250
O 1.485 -1.450 2.133  -0.533
N -0.476 1.633 0.356  0.215
N 1.233 -2.587 4.046  -0.399
C 0.719 -0.592 -1.885  -0.708
C -2.765 -0.354 -2.082  -1.398
C 0.551 2.477 0.615  0.784
C 1.945 -2.167 -0.477  1.408
C -0.840 4.339 0.096  -0.413
C -0.718 -1.496 3.032  -0.733
C -1.235 -0.500 -4.064  -1.736
C 0.742 -2.854 -0.296  -0.524
C -0.857 -0.154 2.320  -0.898
C -0.428 -2.448 -0.933  -0.667
C 1.515 4.846 0.688  0.633
C 3.227 -2.655 0.123  -1.581
C 1.894 -0.993 -1.235  -1.469
C -1.687 2.113 0.063  -0.674
C 0.744 -1.843 3.058  0.684
C 0.403 3.856 0.461  0.100
C -0.444 -1.367 -1.823  1.303
C -1.632 -1.149 -2.739  0.221
C -1.909 3.463 -0.085  -1.344
H 4.018 -1.914 0.023  0.416
H -1.328 -3.043 -0.816  0.500
H 0.724 -3.732 0.340  0.434
H 3.548 -3.563 -0.390  0.389
H 0.762 0.298 -2.499  0.299
H 0.663 -2.853 4.830  0.216
H -2.454 0.689 -1.965  0.332
H 2.218 -2.800 4.067  0.249
H -0.601 0.671 2.989  0.396
H -0.405 -1.022 -4.541  0.414
H -0.979 5.405 -0.029  0.462
H -2.081 -0.515 -4.750  0.426
H 3.103 -2.886 1.181  0.246
H -1.887 0.003 1.989  0.357
H 2.788 -0.394 -1.357  0.349
H -3.041 -0.757 -1.106  0.334
H -2.896 3.823 -0.331  0.437
H -1.216 -2.291 2.468  0.282
H -2.486 1.392 -0.048  0.924
H -2.005 -2.154 -2.958  0.527
H -3.652 -0.360 -2.715  0.485
H -1.154 -1.503 4.034  0.479
H -0.949 0.545 -3.926  0.363

Results
* relative energy (zero: lowest compared OMol25 entry of this formula, charge and spin): 8.4 kcal/mol
* E_LUMO (alpha / beta): -3.05 / -3.61 eV
* <S²>: 0.759
* E: -1715.0602 a.u.
* spin multiplicity: 2
* total charge: +1
* E_HOMO (alpha / beta): -11.1 / -11.1 eV

Entry 3:
Entry from OMol25: a structure of composition C13H12N2O2S3V in a non-equilibrium geometry (ωB97M-V/def2-TZVPD).

Each line ends with the Mulliken charge.
Cartesian coordinates (Å):
V 1.424 2.246 -0.870  0.750
S 3.157 5.563 -2.718  -0.171
S 0.967 4.421 -1.040  -0.336
S 3.425 2.792 -1.637  -0.334
O -2.864 -2.956 -1.662  -0.495
O -0.567 -2.249 3.808  -0.489
N 1.088 1.282 0.831  -0.441
N 0.284 0.803 -1.638  -0.456
C -0.069 -0.571 1.773  -0.328
C -0.176 -0.075 -0.706  0.483
C 0.417 -0.241 3.034  0.414
C -1.331 -1.306 -2.388  0.441
C -0.979 -1.128 -1.052  -0.317
C 2.538 4.340 -1.897  0.479
C 0.049 -1.057 4.242  -0.635
C -2.199 -2.461 -2.805  -0.669
C -0.858 -0.408 -3.334  -0.796
C -0.054 0.631 -2.933  -0.346
C 1.559 1.606 2.051  -0.329
C 0.278 0.201 0.697  0.285
C 1.243 0.865 3.164  -0.861
H -0.814 -2.779 4.573  0.316
H -0.622 -0.454 4.859  0.351
H -1.113 -0.508 -4.382  0.451
H 0.951 -1.245 4.826  0.364
H -1.548 -3.216 -3.254  0.337
H -1.354 -1.816 -0.307  0.628
H 2.199 2.473 2.105  0.445
H -3.413 -3.705 -1.914  0.314
H 1.647 1.155 4.126  0.462
H -0.705 -1.435 1.659  0.656
H 0.330 1.357 -3.633  0.463
H -2.891 -2.123 -3.577  0.367

Results
* E_LUMO (alpha / beta): -4.74 / -4.58 eV
* <S²>: 2.028
* E: -2900.9658 a.u.
* spin multiplicity: 3
* total charge: +1
* E_HOMO (alpha / beta): -10.8 / -10.8 eV

Entry 4:
Entry from OMol25: the molecule C6H11N3OS2 in a non-equilibrium geometry (ωB97M-V/def2-TZVPD).

Each line ends with the Mulliken charge.
Cartesian coordinates (Å):
S -2.421 -1.271 -0.167  -0.119
S 0.882 -2.069 0.064  -0.287
O -0.599 2.974 0.553  -0.355
N -0.970 0.954 -0.401  0.509
N 2.155 0.190 -0.029  0.211
N -1.098 2.409 -0.440  -0.134
C -1.439 -0.603 1.289  -1.038
C 2.238 1.646 -0.044  -0.912
C -0.284 0.250 0.750  -0.599
C 0.995 -0.456 0.120  0.212
C 3.242 -0.655 -0.356  -0.987
C -1.721 0.090 -1.220  -0.465
H -2.094 0.055 1.812  0.505
H -2.569 0.482 -1.823  0.400
H 3.634 -1.269 0.475  0.341
H 4.175 -0.065 -0.555  0.329
H 3.225 1.946 0.458  0.350
H 2.306 2.308 -1.055  0.211
H -0.110 1.111 1.496  0.559
H 1.360 2.004 0.332  0.385
H -1.220 -0.565 -2.019  0.222
H 2.995 -1.456 -1.192  0.319
H -1.076 -1.412 2.146  0.343

Results
* relative energy (zero: lowest compared OMol25 entry of this formula, charge and spin): 76.6 kcal/mol
* E_LUMO: -0.14 eV
* SMILES: CN(C)C(=S)[C@@H]1CSCN1N=O
* E: -1270.9291 a.u.
* total charge: 0
* E_HOMO: -8.0 eV

Entry 5:
Entry from OMol25: a cluster of 2 separate species, C5H11NO in total (ωB97M-V/def2-TZVPD).

Each line ends with the Mulliken charge.
Cartesian coordinates (Å):
O 2.313 -1.017 -1.035  -0.498
N 1.170 -0.568 0.967  -0.400
C 2.100 -1.101 0.288  0.048
C 0.216 1.658 0.742  -1.238
C -0.670 -0.334 -0.564  0.329
C -1.802 0.339 -1.286  -1.195
C 0.196 0.220 0.299  -0.161
H 1.573 -0.506 -1.414  0.424
H -0.674 2.209 0.432  0.365
H -1.287 -1.641 2.568  0.191
H 0.286 1.690 1.834  0.306
H -0.571 -1.497 2.417  -0.193
H -1.790 0.071 -2.349  0.297
H -2.771 0.013 -0.889  0.280
H -1.759 1.430 -1.220  0.334
H -0.588 -1.411 -0.717  0.468
H 2.864 -1.705 0.774  0.383
H 1.101 2.173 0.349  0.257

Results
* relative energy (zero: lowest compared OMol25 entry of this formula, charge and spin): 51.3 kcal/mol
* E_LUMO: 0.86 eV
* SMILES: C/C=C(C)/N=C\O.[H][H]
* E: -327.0496 a.u.
* total charge: 0
* E_HOMO: -8.8 eV

Entry 6:
Entry from OMol25: a structure of composition C34H53CsN7O4P3S5 in a non-equilibrium geometry (ωB97M-V/def2-TZVPD).

Each line ends with the Mulliken charge.
Cartesian coordinates (Å):
Cs -0.084 -0.302 0.289  0.827
S 3.211 -5.209 -1.051  -0.142
S 2.867 -3.858 -3.632  -0.109
S 1.343 -1.589 -2.456  -0.059
S 4.372 -6.471 -3.533  -0.427
S 1.731 -3.113 0.457  -0.353
P 0.001 -0.944 3.924  0.424
P 1.396 1.539 2.878  -1.120
P -2.534 -1.106 -2.809  1.502
O -3.338 -0.740 0.308  -0.297
O 0.351 0.580 3.608  1.125
O -0.123 -1.863 2.732  -0.873
O 0.970 2.040 1.516  -0.726
N 1.010 -1.565 5.073  0.298
N -1.460 -0.833 4.716  0.038
N 2.884 0.808 2.865  0.601
N 1.525 2.843 3.905  -0.007
N 2.759 1.964 -0.448  0.160
N -2.751 0.510 0.075  0.150
N 1.809 1.392 -1.323  0.209
C -2.065 -3.472 -4.288  -0.419
C -3.361 1.171 -0.861  -1.520
C -2.521 -0.416 -5.582  0.003
C 4.505 2.203 -2.223  -1.821
C -2.045 0.301 -6.683  -0.731
C -3.277 -5.541 -3.973  -0.380
C 4.026 1.694 2.617  -1.149
C -4.025 -4.940 -2.966  -0.648
C -4.210 -0.363 -2.656  0.553
C 4.702 3.386 -0.034  -2.028
C 3.704 2.905 -1.105  1.940
C -6.730 0.918 -2.451  -0.506
C -6.537 -0.115 -3.364  -0.764
C -2.836 -2.832 -3.306  -0.099
C -2.606 -0.553 3.852  -0.992
C -5.677 1.321 -1.634  -0.721
C 1.930 -0.753 5.836  -0.823
C 1.848 2.657 5.308  -1.083
C 1.611 -2.863 4.781  -0.968
C -1.553 -0.018 5.920  -0.855
C 3.523 -5.237 -2.774  0.036
C 0.465 3.843 3.783  -0.978
C -0.432 1.399 -5.271  -0.462
C 2.173 -3.080 -2.231  -0.530
C -1.001 1.210 -6.527  -0.464
C -1.959 -0.242 -4.309  0.113
C -5.291 -0.745 -3.469  -0.316
C -2.291 -4.809 -4.629  -0.652
C 2.975 4.140 -1.680  -1.617
C -0.907 0.680 -4.172  -0.069
C -4.440 0.673 -1.730  0.475
C 2.331 -3.700 -1.046  -0.310
C -3.797 -3.603 -2.628  -0.416
C 2.999 -0.317 1.932  -0.107
H -2.493 0.151 -7.662  0.370
H -0.837 -0.352 6.675  0.247
H 2.289 3.870 -2.508  0.265
H 0.359 4.174 2.745  0.238
H 2.138 3.606 5.774  0.436
H 0.852 -3.572 4.434  0.356
H 2.061 -3.311 5.674  0.338
H -0.448 0.850 -3.199  0.139
H -7.356 -0.432 -4.006  0.397
H 2.382 -2.776 4.008  0.303
H -1.687 -5.280 -5.400  0.401
H 2.703 1.989 5.429  0.284
H 5.031 1.310 -1.821  0.352
H -0.633 1.770 -7.383  0.357
H 2.391 4.652 -0.885  0.285
H 0.381 2.109 -5.143  0.432
H 2.280 0.767 -2.012  -0.023
H -5.826 2.125 -0.918  0.487
H 4.973 1.145 2.679  0.481
H -4.782 -5.511 -2.434  0.382
H 2.236 2.451 0.318  0.063
H 2.787 -0.434 5.239  0.279
H 5.253 2.525 0.401  0.341
H -7.697 1.407 -2.377  0.365
H 1.421 0.125 6.232  0.073
H -1.265 -2.941 -4.801  0.453
H -2.738 -1.131 0.969  0.169
H -2.643 -1.260 3.017  0.069
H 2.927 0.013 0.890  0.018
H -4.382 -3.168 -1.818  0.424
H 0.997 2.252 5.863  0.163
H 0.689 4.742 4.368  0.418
H 2.309 -1.293 6.712  0.497
H -2.554 0.460 3.438  0.054
H -3.042 2.211 -1.048  0.338
H -3.552 -0.665 4.393  0.400
H -0.498 3.440 4.113  0.193
H 4.172 3.910 0.790  0.353
H -5.181 -1.536 -4.207  0.298
H 3.960 2.170 1.633  0.092
H -1.364 1.039 5.707  0.151
H 5.443 4.091 -0.472  0.489
H 2.209 -1.048 2.104  -0.355
H -2.541 -0.106 6.387  0.391
H 4.086 2.484 3.372  0.310
H 3.708 4.863 -2.097  0.462
H -3.449 -6.581 -4.234  0.353
H 1.235 2.127 -1.791  0.027
H -1.199 0.768 2.708  0.285
H 3.849 1.886 -3.060  0.307
H 5.262 2.895 -2.652  0.457
H -3.338 -1.116 -5.738  0.230
H 3.948 -0.848 2.069  0.396

Results
* relative energy (zero: lowest compared OMol25 entry of this formula, charge and spin): 0.0 kcal/mol
* E_LUMO (alpha / beta): 3.44 / 3.44 eV
* E: -5046.7328 a.u.
* total charge: -2
* E_HOMO (alpha / beta): 0.1 / 0.1 eV

> What is the formula in the fourth record?

C6H11N3OS2